Computed, not measured: the molecule C7H16F2O3P2 in a non-equilibrium geometry, with the ωB97M-V functional and the def2-TZVPD basis.

Relative energy (zero: lowest compared OMol25 entry of this formula, charge and spin) ... 0.016 eV
SMILES string ... CC(C)OP(=O)(OC(C)C)PC(F)F
Molar mass ... 248.1 g/mol
HOMO-LUMO gap ... 10.641 eV
Strongest force on any atom ... 0.0746 hartree/bohr

Structure (ORCA input):
```
! RIJCOSX wB97M-V def2-TZVPD def2/J DEFGRID3
* xyz 0 1
C 3.2447 -0.6837 1.3294
C 1.9407 0.0377 1.6919
C 2.2312 1.2084 2.6501
O 1.1771 0.5361 0.5984
P 0.2167 -0.6032 -0.0147
O 0.9213 -1.8019 -0.4734
O -0.4757 0.2075 -1.1484
C -0.9427 -0.3317 -2.3676
C -2.3728 -0.8894 -2.2637
C -0.8993 0.7306 -3.5416
P -1.2213 -0.9702 1.6472
C -1.9313 0.7776 1.5329
F -3.3050 0.6998 1.6085
F -1.6508 1.5107 2.6942
H 3.3010 -1.4713 2.0366
H 2.9088 -1.1271 0.3307
H 4.1442 -0.0394 1.3076
H 1.2628 -0.7329 2.1401
H 2.9858 1.8113 2.2069
H 2.6043 0.9098 3.7305
H 1.3151 1.9673 2.8086
H -0.3546 -1.2157 -2.6028
H -3.1336 -0.1564 -1.7577
H -2.9248 -1.2039 -3.1587
H -2.3247 -1.7382 -1.4805
H -1.6705 1.4743 -3.3372
H -1.2307 0.1612 -4.3609
H 0.2029 1.1159 -3.5666
H -2.4068 -1.5152 1.1248
H -1.6118 1.3320 0.6355
*
```